{"formula": "C38H63N12O11", "method": "wB97M-V/def2-TZVPD", "elements": ["C", "C", "C", "C", "C", "C", "N", "O", "C", "C", "C", "H", "H", "H", "H", "H", "H", "H", "H", "H", "H", "H", "H", "H", "H", "H", "H", "H", "H", "N", "C", "C", "C", "C", "H", "H", "H", "H", "H", "N", "C", "C", "C", "C", "H", "H", "H", "H", "H", "N", "C", "C", "C", "C", "H", "H", "H", "H", "H", "N", "C", "C", "C", "C", "H", "H", "H", "H", "H", "N", "C", "C", "C", "C", "H", "H", "H", "H", "H", "N", "C", "C", "C", "C", "H", "H", "H", "H", "H", "C", "N", "O", "O", "H", "H", "H", "C", "N", "O", "O", "H", "H", "H", "C", "N", "O", "O", "H", "H", "H", "C", "N", "O", "O", "H", "H", "H", "C", "N", "O", "O", "H", "H", "H"], "positions_angstrom": [[-3.375686, 0.007058, -0.553777], [-2.190008, -0.964329, -0.455751], [-1.201793, -0.890977, -1.662204], [-0.412183, 0.392615, -1.660539], [0.429998, 0.376125, -0.312166], [-0.259894, 0.044689, 0.952190], [-1.445069, -0.774022, 0.818920], [-1.783857, -1.515388, 1.789993], [-0.762743, 1.305339, 1.726110], [0.711212, -0.693010, 2.006523], [-2.840210, -2.362467, -0.540443], [-3.625682, 0.003792, -1.427604], [-3.085161, 1.148538, -0.664709], [-4.132114, -0.213137, 0.154803], [-1.759486, -0.954278, -2.547268], [-0.722120, -1.762732, -1.635890], [-0.958257, 1.258282, -1.507532], [0.153257, 0.376184, -2.511279], [0.933730, 1.228047, -0.190259], [1.280751, -0.294825, -0.479653], [-1.401210, 1.639362, 0.996294], [0.197252, 1.881057, 1.914854], [-1.257389, 1.119609, 2.612068], [1.678512, -0.029741, 1.956616], [0.987596, -1.730498, 1.710601], [0.367319, -0.579924, 2.935237], [-3.388018, -2.304458, -1.417009], [-3.539462, -2.358070, 0.174325], [-2.138793, -2.926764, -0.670248], [2.126144, 3.338230, 4.086472], [2.148286, 4.389441, 3.203649], [3.260666, 4.048826, 2.194881], [3.661626, 2.647306, 2.567741], [2.998932, 2.154515, 3.745970], [1.333623, 3.108103, 4.760531], [1.449790, 5.172076, 3.414712], [3.736590, 4.781337, 1.555478], [4.362558, 1.903443, 1.887556], [2.892483, 1.161164, 4.217791], [-4.141313, 2.905222, -3.546948], [-5.282342, 3.279892, -2.909566], [-4.790256, 3.774612, -1.437621], [-3.262917, 3.684399, -1.572901], [-3.012971, 3.130927, -2.895161], [-3.986417, 2.638061, -4.555795], [-6.334210, 3.293293, -3.256080], [-5.527523, 4.042038, -0.645573], [-2.703767, 4.131237, -0.806723], [-2.103629, 2.859490, -3.159134], [0.936486, 1.744768, 6.857174], [0.718905, 2.991928, 7.401797], [-0.295951, 3.736335, 6.646580], [-0.708351, 2.845353, 5.607911], [0.159810, 1.450825, 5.701328], [1.702891, 0.910081, 7.161667], [1.165440, 3.380247, 8.139523], [-0.788180, 4.618438, 6.833344], [-1.350811, 3.111763, 4.830026], [0.264739, 0.596757, 5.167126], [-5.910837, -3.016617, -5.856444], [-6.470609, -2.789228, -4.641415], [-5.572786, -1.889006, -3.809911], [-4.386954, -1.693198, -4.677281], [-4.545467, -2.496085, -5.990332], [-6.166369, -3.578718, -6.542575], [-7.473750, -3.379582, -4.424867], [-5.922804, -1.305955, -2.860330], [-3.440326, -1.114611, -4.442158], [-3.871565, -2.464496, -6.983156], [0.065681, 5.190845, -0.736327], [0.976981, 4.220678, -0.443743], [1.514294, 3.716943, -1.818873], [0.582782, 4.484846, -2.870196], [-0.348211, 5.386529, -2.035833], [-0.321266, 5.662437, -0.039268], [1.105078, 3.591910, 0.622123], [2.288463, 3.178452, -1.999465], [0.786709, 4.371160, -3.957027], [-1.144629, 6.057733, -2.294469], [2.362791, -0.266730, 8.187981], [1.646024, -1.105659, 7.349504], [2.329255, -1.259461, 5.964170], [3.685273, -0.528359, 6.195699], [3.664640, -0.090494, 7.614730], [2.067081, 0.194345, 9.190990], [0.508039, -1.272918, 7.604226], [1.894978, -1.588186, 5.229330], [4.513925, -0.592176, 5.379385], [4.527290, 0.420731, 8.195106], [1.541382, -1.950713, -5.708196], [0.127337, -1.808336, -5.386047], [-0.633910, -2.621385, -5.816863], [-0.305238, -0.908439, -4.720829], [2.071146, -0.908907, -5.658321], [1.644058, -2.448909, -6.778240], [2.122408, -2.566826, -5.030032], [2.157907, -4.912792, -2.583175], [2.196835, -3.553993, -1.980126], [1.867616, -2.526244, -2.555653], [2.464197, -3.507414, -0.716668], [1.240754, -5.367824, -2.313430], [3.145581, -5.241797, -2.210717], [1.984806, -4.486928, -3.690450], [-3.408487, -5.064595, -4.116069], [-1.987347, -5.323892, -3.761879], [-1.351638, -6.176336, -4.258414], [-1.477102, -4.704818, -2.779116], [-3.478918, -4.476572, -4.833402], [-3.753372, -4.337864, -3.365079], [-3.764716, -5.934780, -4.260760], [4.573666, -0.560727, -2.037117], [4.585359, -0.369443, -0.526158], [5.709299, -0.690881, -0.141691], [3.625092, 0.109849, 0.035487], [5.539490, -0.331876, -2.459160], [3.591788, 0.231112, -2.448717], [4.395158, -1.533187, -2.285944], [4.280212, -2.850194, 1.762435], [4.856038, -1.686906, 2.427373], [3.994849, -0.849651, 2.844655], [5.924282, -1.748219, 3.025881], [4.859871, -3.094792, 0.891270], [3.406575, -2.325583, 1.297572], [4.220489, -3.771447, 2.320044]], "forces_ev_per_angstrom": [[5.1, 3.7, 8.0], [-0.8, -0.1, -1.4], [-2.6, 4.0, 1.8], [0.6, -2.1, 4.3], [-0.3, -3.4, -3.2], [0.9, -1.3, 3.4], [-1.2, -4.5, 2.8], [1.0, 3.2, -3.6], [3.5, -0.2, -1.2], [3.0, 1.4, -5.0], [-3.9, 8.1, 0.2], [-3.6, -1.3, -10.0], [-0.3, -1.8, 1.5], [-0.7, 0.1, 0.6], [-1.3, 0.0, -1.2], [3.0, -3.2, 0.1], [-1.7, 1.6, -0.8], [1.9, 0.6, -2.0], [1.6, 3.8, 0.6], [-0.4, -0.5, 0.3], [-1.6, 2.4, -1.3], [-1.4, -0.2, -0.3], [-1.0, -0.7, 1.9], [-1.6, -1.4, 0.0], [-0.4, 0.7, 0.2], [-1.6, 0.0, 3.6], [-1.0, 0.0, -2.0], [-2.1, -1.4, 3.2], [7.2, -7.5, -0.5], [-0.2, -3.4, 0.4], [4.2, -3.4, -1.4], [-2.9, -1.6, 4.1], [0.5, -1.0, -0.8], [-1.2, 4.9, -2.6], [1.3, 0.9, -1.2], [0.2, 0.6, -0.3], [-0.2, -0.5, -0.2], [-1.7, 2.4, 2.0], [0.2, 1.1, -0.2], [-0.7, -0.4, -2.7], [1.1, 1.6, 5.7], [1.3, -2.0, -5.9], [-5.7, -1.0, -2.4], [-2.5, 2.8, 6.2], [-1.1, 0.3, 1.6], [1.3, -0.3, -0.1], [1.1, -0.1, -0.8], [1.4, 0.0, 0.5], [3.9, -1.1, -2.0], [0.8, -2.0, -1.3], [-5.1, -1.9, -7.1], [2.2, -6.2, -0.8], [3.8, -3.8, 1.5], [-2.1, 9.2, 4.2], [-2.6, 3.6, -0.7], [3.7, 2.2, 5.7], [-0.5, 2.0, 0.6], [-1.1, 0.0, -1.1], [0.1, -2.3, -1.4], [5.5, 3.8, 3.3], [0.1, 0.8, 1.7], [-1.0, -1.2, -3.0], [-0.8, -1.9, -2.1], [-1.2, 2.6, 3.3], [-2.2, -3.2, -3.3], [2.3, 1.8, -0.2], [1.0, -1.5, -2.0], [-1.5, -0.8, -0.3], [-2.1, -0.3, 2.6], [0.8, -2.8, -2.8], [2.3, -3.5, -3.2], [-10.2, 7.8, 2.7], [0.7, 0.2, 4.8], [4.8, -3.8, -2.1], [-2.3, 2.4, 3.6], [-0.2, 2.7, -3.0], [4.7, -3.6, -1.1], [-0.7, 0.4, 1.0], [0.1, 0.2, 0.0], [2.1, -0.2, 1.1], [-1.5, 0.0, -3.5], [5.6, 6.6, 14.4], [-2.5, -1.8, 1.8], [0.8, 0.5, -2.4], [1.0, -2.1, -3.5], [2.6, 0.2, -0.6], [-4.2, -3.7, -7.8], [-1.4, 0.6, 2.1], [-1.9, -0.9, -1.1], [2.8, 1.3, -2.6], [-1.0, -0.3, 0.3], [-0.4, -2.2, -1.3], [1.0, 1.9, 1.2], [-1.3, -1.9, -0.3], [-0.4, 1.3, 2.3], [-0.7, -0.2, 0.4], [1.0, 3.6, -3.1], [-1.0, 2.1, 5.4], [0.5, -1.4, -0.4], [-0.3, -0.5, -3.6], [-0.6, -0.8, 0.7], [-0.8, -1.0, -0.9], [1.0, -2.2, 1.9], [3.7, 2.2, 7.7], [1.3, 2.2, 3.8], [0.4, -2.0, -2.3], [-1.5, 0.2, -1.4], [0.0, 4.7, -7.5], [-0.4, -1.3, 0.5], [-3.3, -5.9, -0.7], [-3.7, 5.2, -0.5], [1.5, -0.2, -2.9], [-1.4, 0.4, 1.8], [1.1, -0.6, 0.3], [0.1, 0.6, 0.3], [3.3, -2.7, 1.0], [-1.0, -2.7, -0.3], [-0.7, 1.5, -3.3], [-0.8, 1.0, 6.1], [1.2, -1.0, -2.0], [-0.1, -0.3, -2.0], [0.8, -0.1, -0.3], [0.0, -1.6, 0.8], [-0.4, 0.4, 0.8]], "mulliken_charge": [-2.0851, 1.7470, -2.0508, -0.7511, -1.8520, 1.9217, 1.2810, -0.4494, -1.5108, -1.9607, -3.7963, 0.7773, 0.0662, 0.6192, 0.5106, 0.9208, -0.2009, 1.1984, 1.5251, -0.3406, 0.4863, -0.1695, 0.5842, 0.0940, 0.2562, 1.1095, 0.7315, 0.5111, 1.6260, -0.0550, -0.4936, -1.0213, 0.2230, -0.4362, 0.6274, 0.4797, 0.4631, 0.1653, 0.1752, -0.0084, -0.5263, -0.7333, -0.3180, -1.1490, 0.3135, 0.3798, 0.3524, 0.6761, 1.0489, 0.1923, -0.6951, -0.7169, -0.5824, -0.6153, 0.3616, 0.6841, 0.4945, 0.4725, 0.3922, 0.0931, -0.5214, -0.2289, 0.2152, -0.9402, 0.1209, 0.3073, 0.3292, 0.3007, 0.2979, 0.0270, 0.1513, -0.8988, -0.7282, -0.6284, 0.1549, -0.1105, 1.1381, 0.3868, 0.5148, -0.2797, -0.6951, -0.8199, -0.0426, -0.6832, 0.3418, 0.2868, 1.2557, 0.2923, 0.3042, -0.7259, 1.0734, -0.5665, -0.5425, 0.2951, 0.3060, 0.1228, -0.6161, 0.6151, -0.2451, -0.4717, 0.2721, 0.3328, 0.1358, -1.1811, 0.9575, -0.5623, -0.4647, 0.5103, 0.3474, 0.4513, -0.7551, 0.6956, -0.5477, -0.0701, 0.3663, 0.1553, 0.2267, -0.5700, 0.7486, -0.2462, -0.5688, 0.3187, -0.0544, 0.3666], "homo_energy_ev": -9.04, "total_energy_ha": -2968.79598, "charge": 1, "de_lowest_kj_mol": 600.7, "homo_lumo_gap_ev": 3.9, "lumo_energy_ev": -5.144}